21
Properties=species:S:1:pos:R:3:lowdin_charge:R:1 method="wB97M-V/def2-TZVPD" homo_ev="-22.47 / -22.54" relative_energy_kcal_mol=10.8 energy_ev=-88895.6080 spin_multiplicity=8 total_charge=+4
Pr 4.09552 -3.83636 -0.24406 0.9466
Fe 0.38381 -0.25480 -0.13685 0.7746
Cl 2.58809 -5.07529 1.29870 0.1980
Cl 1.79626 -2.18659 -0.24916 0.1078
O 6.20339 -6.93609 0.59457 0.2263
O 7.76603 -4.99148 -0.98443 0.1858
O 1.79806 2.33888 0.66290 0.2418
N -3.14809 2.52069 -0.09019 0.0105
N -1.29415 0.84216 -0.13877 0.1976
C -3.97162 2.73555 1.14448 0.1016
C 6.81724 -4.33142 -1.03167 0.0246
C -2.25917 1.55893 -0.25020 0.0021
C -3.64462 3.37563 -1.21496 0.0995
C 1.42068 1.29267 0.29149 0.0078
C 5.46777 -6.08344 0.36121 -0.0495
H -3.96017 2.75403 -2.06581 0.1502
H -4.59137 3.88317 -0.86717 0.1436
H -3.33584 3.13217 1.95344 0.1569
H -4.84920 3.37494 0.95916 0.1326
H -4.43786 1.75757 1.45457 0.1702
H -2.84478 4.12909 -1.44725 0.1716

21
Properties=species:S:1:pos:R:3:lowdin_charge:R:1 method="wB97M-V/def2-TZVPD" homo_ev="-23.26 / -23.04" relative_energy_kcal_mol=0.0 energy_ev=-78751.2906 total_charge=+4
Tl -0.30719 1.01537 -1.30027 0.8950
Lu 0.41681 0.37137 -6.17187 1.6398
Cl 1.06309 -1.25339 -1.73312 0.1272
Cl -0.77128 2.00732 -4.83508 -0.0633
O -0.51957 -2.41524 0.62252 0.0639
O 0.36379 -1.64813 -9.21328 0.2511
O -0.23995 1.13463 -9.53691 0.2648
N 0.05492 0.19223 4.02868 -0.0120
N -0.12760 0.67151 1.58211 0.1908
C -0.82676 -1.33169 0.30598 -0.1747
C -0.04918 1.03684 -8.39245 -0.0560
C -0.03059 0.41658 2.73504 -0.1079
C -0.67127 -0.87465 4.77298 0.0877
C 0.80264 1.11936 4.87279 0.0709
C 0.37722 -1.14619 -8.15693 -0.0184
H -0.44867 -0.70815 5.83867 0.1193
H 0.45788 2.16442 4.80757 0.1554
H -0.30777 -1.88618 4.51912 0.1471
H 1.88885 1.14032 4.69076 0.1547
H 0.64032 0.75660 5.88796 0.1151
H -1.76568 -0.76294 4.67575 0.1495

14
Properties=species:S:1:pos:R:3:lowdin_charge:R:1 method="wB97M-V/def2-TZVPD" homo_ev=-9.30 relative_energy_kcal_mol=25.3 energy_ev=-21557.0660 smiles="F[C@@]1(Cl)[C@@H]2C=C[C@H]1C2"
Cl -2.56739 -0.76391 -0.01005 0.6940
F -1.73585 1.59348 0.00936 -0.0114
C -1.19190 0.34333 -0.03802 -0.8115
C 0.48761 -1.25082 -0.64779 -0.0496
C 0.46637 -1.20653 0.70921 -0.0703
C 0.78149 0.99698 -0.03140 -0.0658
C -0.04014 0.13029 -1.02612 -0.2271
C -0.08000 0.16034 1.05578 -0.1715
H 0.90972 -1.90991 -1.39329 0.1064
H 0.78706 -1.98983 1.40088 0.1099
H 0.56769 2.06079 -0.00581 0.1032
H -0.12832 0.55965 2.07025 0.1398
H -0.12549 0.45080 -2.04639 0.1345
H 1.86915 0.82533 -0.04662 0.1195

17
Properties=species:S:1:pos:R:3:lowdin_charge:R:1 method="wB97M-V/def2-TZVPD" homo_ev="-13.53 / -13.53" relative_energy_kcal_mol=67.0 energy_ev=-26018.7030 total_charge=+1
Cl 2.37561 2.63344 -0.29339 0.9394
F -2.60185 3.15952 0.15330 0.1028
N 2.72024 -0.03840 0.80138 0.1826
N 0.33058 1.00689 0.01885 -0.0075
N 0.51878 -1.14079 -0.54957 0.1903
C -1.84576 2.02961 0.03986 -0.1949
C -0.28791 -0.30719 -0.13407 -0.3111
C -1.72721 -0.36069 -0.05693 0.0075
C 1.65530 1.19358 0.01789 -0.5165
C -2.46101 0.71225 -0.08662 0.0427
C -0.53096 2.11618 0.14889 0.0114
H 0.12387 2.96790 0.41504 0.1121
H -3.60336 0.75205 -0.03025 0.1757
H 3.55618 0.29694 0.41061 0.0229
H -2.09943 -1.33200 -0.00120 0.1196
H -0.02812 -2.00377 -0.81264 0.1340
H 2.30292 -0.79030 0.32436 -0.0110

16
Properties=species:S:1:pos:R:3:lowdin_charge:R:1 method="wB97M-V/def2-TZVPD" homo_ev=-8.38 energy_ev=-25650.4402
Cl -1.88257 -0.83048 -1.20857 0.7659
F 0.85131 3.05630 -2.30695 -0.0432
O -3.02591 0.37811 0.80027 0.0012
O 1.15698 -1.42848 -1.38474 0.0780
C 0.89416 2.16945 -1.28660 -0.0347
C 0.98212 0.85233 -1.80048 -0.1090
C 0.95001 -0.19515 -0.92769 -0.3901
C 0.71753 -0.00178 0.54096 -0.1414
C -0.69279 0.34533 0.92867 -0.0999
C -1.82137 0.04355 0.30190 -0.7310
H 1.12135 0.63543 -2.85702 0.1173
H -3.71064 0.29379 0.12369 0.0947
H 1.06208 -2.09462 -0.68907 0.1257
H 1.34418 0.83137 0.86439 0.1166
H 1.02636 -0.90205 1.08946 0.1256
H -0.80364 0.89403 1.85038 0.1243

21
Properties=species:S:1:pos:R:3:lowdin_charge:R:1 method="wB97M-V/def2-TZVPD" homo_ev=-4.95 relative_energy_kcal_mol=79.0 energy_ev=-42890.4071 total_charge=-1
Cl 4.37833 0.96599 2.01164 0.6697
S -0.02769 1.06443 -0.80299 0.5941
O -1.64142 -0.27259 1.85253 -0.0405
O 2.18094 -0.81133 -0.63481 -0.0159
O 5.67064 -0.59669 -0.66986 -0.0044
O -0.60034 0.12007 -1.73498 -0.3577
O 1.16001 1.76174 -1.14711 -0.3545
N 3.49892 -1.05576 -1.25162 0.1590
N 0.22791 -1.47109 2.16217 0.1109
C 0.33760 0.52524 0.86207 -0.0491
C -0.44806 -0.39452 1.50709 -0.6641
C 3.74542 0.09765 0.69708 -0.6162
C 2.42465 -0.15204 0.42066 -0.1912
C 4.45966 -0.49484 -0.46698 -0.5150
C -1.48834 2.22580 -0.67568 -0.0960
H 3.45584 -1.49746 -2.15797 0.1624
H 1.19174 -1.62317 2.02944 0.0385
H -2.24561 1.58473 -0.43319 0.0197
H -1.35840 3.01621 -0.01517 0.0401
H -1.63117 2.58579 -1.61950 0.0208
H -0.28605 -2.10593 2.77207 0.0892